Here is a molecular structure, CH2ClNS in a non-equilibrium geometry from the OMol25 dataset. Energies are from ωB97M-V/def2-TZVPD.

Computed properties:
energy relative to the best compared isomer or geometry (same formula, charge and spin)	326.7	kJ/mol
E_LUMO	-0.86	eV
HOMO energy	-8.9587	eV
E	-952.30420	Ha
orbital gap	0.29776	Ha

XYZ file:
```
6
CH2ClNS (ωB97M-V/def2-TZVPD)
Cl 0.749 -1.497 -1.000
S -1.267 1.485 1.186
N -0.447 -0.309 -1.045
C -0.466 0.195 0.770
H -0.404 0.478 -1.647
H -0.128 -0.785 1.127
```